# 1
Entry from the Open Molecules 2025 dataset: C54H52CuNO5P4Se as an isolated structure (ωB97M-V/def2-TZVPD).

```
118
Properties=species:S:1:pos:R:3:forces:R:3:lowdin_charge:R:1
Cu 0.813 -0.725 1.364 -0.05 0.85 -1.34 0.11
C 0.657 -1.600 -3.739 -0.05 -0.14 0.11 -0.56
P 0.939 -1.093 -1.952 -0.10 0.00 -0.08 1.08
C 2.711 -0.580 -2.082 -0.02 -0.05 0.21 -0.34
C 3.343 -0.222 -0.882 0.04 -0.05 -0.10 -0.08
C 4.657 0.216 -0.877 -0.03 -0.06 -0.04 -0.07
C 5.375 0.307 -2.066 -0.05 0.01 0.00 -0.11
C 4.767 -0.053 -3.258 -0.07 -0.02 0.05 -0.11
C 3.443 -0.488 -3.263 0.07 0.01 0.05 -0.12
C 1.175 -2.689 -1.092 0.16 -0.13 -0.22 -0.49
C -0.065 -3.217 -0.266 0.07 -0.13 0.11 -0.19
C -0.189 -4.655 -0.162 -0.05 0.14 0.01 -0.08
C 0.784 -5.513 -0.537 0.22 0.03 -0.22 -0.13
C 1.891 -5.046 -1.360 -0.23 -0.06 0.09 -0.13
C 2.014 -3.746 -1.689 -0.16 0.08 0.03 -0.08
P -1.128 -1.629 -4.156 0.00 0.06 -0.07 1.01
C -1.067 -2.030 -5.966 0.01 0.01 0.14 -0.38
C -0.034 -1.608 -6.799 0.07 0.00 -0.16 -0.10
C -0.058 -1.869 -8.168 0.05 0.08 0.20 -0.10
C -1.123 -2.550 -8.731 -0.04 -0.02 -0.04 -0.12
C -2.173 -2.956 -7.918 -0.02 0.02 0.13 -0.10
C -2.145 -2.693 -6.556 -0.10 -0.08 -0.11 -0.11
C -1.685 -3.268 -3.543 -0.08 -0.01 -0.07 -0.41
C -1.081 -4.466 -3.924 0.05 -0.04 0.07 -0.09
C -1.605 -5.682 -3.517 0.03 0.05 0.02 -0.09
C -2.746 -5.717 -2.724 0.00 -0.01 0.02 -0.10
C -3.349 -4.535 -2.326 0.07 0.09 -0.02 -0.09
C -2.818 -3.315 -2.738 -0.03 -0.05 0.06 -0.12
H 1.159 -2.533 -4.011 0.08 0.02 -0.09 0.05
H 1.064 -0.788 -4.343 0.00 0.05 0.02 0.01
H 2.793 -0.289 0.050 0.03 0.02 -0.06 0.07
H 5.118 0.494 0.064 0.00 -0.01 -0.02 0.10
H 6.400 0.658 -2.060 0.01 -0.01 0.00 0.09
H 5.321 -0.007 -4.189 -0.02 0.04 -0.01 0.09
H 2.995 -0.757 -4.211 0.06 -0.03 0.00 0.07
H -0.991 -2.653 -0.311 0.03 0.06 -0.02 0.11
H -1.097 -5.041 0.290 -0.01 0.01 -0.01 0.11
H 0.674 -6.576 -0.354 0.01 0.01 -0.01 0.08
H 2.573 -5.776 -1.785 0.00 0.00 0.01 0.08
H 2.758 -3.444 -2.421 0.02 0.03 0.05 0.10
H 0.810 -1.069 -6.384 0.00 -0.04 -0.03 0.09
H 0.764 -1.536 -8.790 0.01 0.00 0.01 0.09
H -1.136 -2.765 -9.793 -0.01 0.02 0.01 0.09
H -3.020 -3.480 -8.346 0.00 -0.01 0.01 0.09
H -2.970 -3.020 -5.933 0.02 -0.01 -0.02 0.10
H -0.193 -4.447 -4.547 -0.01 0.01 0.01 0.11
H -1.117 -6.604 -3.807 0.00 0.00 0.00 0.10
H -3.155 -6.668 -2.405 0.01 0.01 0.01 0.09
H -4.225 -4.556 -1.690 0.00 0.00 0.00 0.10
H -3.283 -2.385 -2.427 0.00 -0.03 -0.01 0.09
O 1.610 -2.579 4.948 -0.04 0.26 -0.53 -0.47
Se 1.486 -1.965 3.455 0.28 -0.34 1.31 0.87
O 2.654 -0.895 3.032 -0.68 -0.45 0.17 -0.45
O -0.054 -1.463 3.103 0.59 -0.40 0.50 -0.51
O 1.724 -3.440 2.513 -0.10 -0.08 -0.36 -0.31
C 0.258 1.991 3.479 0.33 -0.01 -0.08 -0.47
P 0.608 1.587 1.514 -0.54 0.29 -0.03 0.98
C 1.877 2.936 1.677 0.25 -0.23 0.01 -0.32
C 3.188 2.463 1.819 -0.03 -0.01 0.02 -0.09
C 4.255 3.331 1.995 -0.07 0.00 -0.05 -0.10
C 4.045 4.706 2.012 -0.12 -0.02 0.00 -0.12
C 2.753 5.191 1.857 0.04 -0.09 -0.02 -0.10
C 1.681 4.315 1.698 -0.01 -0.02 -0.01 -0.10
C -1.129 2.097 1.099 0.03 0.18 -0.14 -0.30
C -1.888 1.156 0.394 0.09 0.02 -0.04 -0.09
C -3.209 1.400 0.056 -0.06 0.13 0.07 -0.09
C -3.805 2.618 0.378 0.17 -0.05 -0.04 -0.12
C -3.063 3.571 1.058 0.15 -0.10 -0.07 -0.12
C -1.747 3.300 1.431 -0.04 0.05 -0.15 -0.11
P -0.635 0.980 4.699 -0.13 -0.07 0.11 1.05
C -0.811 2.183 6.107 -0.11 0.09 -0.11 -0.37
C 0.140 3.174 6.360 -0.06 0.05 0.03 -0.10
C 0.038 4.013 7.467 -0.01 -0.09 -0.07 -0.11
C -1.020 3.881 8.354 -0.02 -0.06 -0.02 -0.13
C -1.964 2.882 8.133 0.06 0.00 -0.03 -0.11
C -1.852 2.043 7.035 -0.01 -0.02 -0.04 -0.12
C -2.373 0.977 4.074 -0.11 -0.09 0.19 -0.36
C -3.208 2.095 4.032 -0.03 -0.03 0.09 -0.11
C -4.538 1.981 3.653 0.03 -0.19 0.03 -0.11
C -5.053 0.740 3.284 0.11 0.05 0.06 -0.12
C -4.224 -0.373 3.283 0.04 0.11 0.04 -0.10
C -2.896 -0.255 3.683 -0.07 -0.07 -0.02 -0.09
H -0.087 3.028 3.547 0.04 0.06 0.00 0.02
H 1.278 1.970 3.876 0.10 0.07 -0.02 0.02
H 3.356 1.389 1.805 0.00 0.03 0.06 0.09
H 5.256 2.933 2.113 -0.01 -0.01 0.01 0.09
H 4.876 5.389 2.148 0.00 0.00 -0.01 0.08
H 2.573 6.261 1.858 -0.01 0.00 0.00 0.09
H 0.689 4.729 1.575 -0.01 -0.01 0.04 0.08
H -1.413 0.226 0.092 0.01 0.03 0.02 0.09
H -3.779 0.639 -0.468 0.03 0.02 0.00 0.10
H -4.837 2.815 0.110 0.01 -0.02 0.01 0.09
H -3.515 4.519 1.331 0.01 0.01 0.00 0.09
H -1.211 4.045 2.005 -0.01 0.00 0.02 0.08
H 0.971 3.301 5.678 -0.01 0.02 -0.03 0.09
H 0.790 4.776 7.629 0.01 0.00 0.00 0.09
H -1.107 4.540 9.209 0.00 0.00 0.01 0.08
H -2.794 2.758 8.820 0.00 -0.01 0.00 0.09
H -2.594 1.266 6.885 0.00 0.03 -0.03 0.10
H -2.814 3.067 4.313 -0.01 -0.04 0.02 0.11
H -5.173 2.860 3.638 0.01 0.00 -0.02 0.09
H -6.093 0.647 2.993 0.00 0.01 -0.03 0.09
H -4.609 -1.339 2.975 0.00 0.01 0.02 0.09
H -2.241 -1.121 3.693 -0.04 0.03 -0.01 0.08
N 2.110 -3.268 1.110 0.09 0.08 0.13 -0.02
C 1.133 -2.494 0.395 -0.06 0.18 0.27 -0.35
H 2.101 -4.256 0.848 0.05 -0.02 -0.03 0.08
C -0.133 2.719 -2.226 0.02 -0.08 -0.14 -0.05
C 0.967 2.841 -1.169 -0.07 -0.06 0.04 -0.55
C 2.334 3.044 -1.812 0.14 0.00 -0.19 -0.05
O 1.011 1.707 -0.363 -0.15 -0.16 0.22 -0.41
H -1.120 2.899 -1.799 -0.03 -0.04 0.05 0.06
H -0.130 1.702 -2.636 0.04 0.10 0.02 0.05
H 0.028 3.431 -3.045 -0.04 0.01 0.02 0.06
H 0.750 3.739 -0.572 -0.05 0.13 0.03 0.11
H 2.558 2.210 -2.491 -0.02 0.14 0.11 0.07
H 3.106 3.066 -1.039 -0.03 0.01 -0.03 0.07
H 2.372 3.983 -2.378 0.02 -0.04 -0.01 0.07
```
Positions in Å, forces in eV/Å.

E_HOMO	-0.07017	Eh
total charge	-2
frontier orbital gap	5.69	eV


# 2
Entry from the Open Molecules 2025 dataset: C54H53Cl2FGe2S5Ti as an isolated structure (ωB97M-V/def2-TZVPD).

```
118
Properties=species:S:1:pos:R:3:forces:R:3:lowdin_charge:R:1
Ti -1.665 -2.513 0.451 -0.02 -0.60 -0.01 0.21
Cl -4.543 -3.211 -0.637 -0.33 -0.02 -0.59 0.69
C -3.980 -4.012 -2.091 -1.82 1.38 -0.26 -0.68
C -4.696 -3.904 -3.292 -1.76 2.05 1.58 -0.12
C -4.288 -4.549 -4.397 0.25 -1.49 -1.74 -0.09
C -3.118 -5.347 -4.326 -0.06 0.28 -1.14 -0.11
C -2.372 -5.350 -3.173 0.43 -0.91 -0.42 -0.63
Cl -0.893 -6.350 -3.141 -0.93 0.76 0.00 0.62
C -2.819 -4.672 -2.035 2.78 -0.98 1.56 -0.69
S -1.821 -4.724 -0.535 0.02 0.42 -0.28 0.55
H -5.579 -3.206 -3.319 0.90 -1.02 0.09 0.13
H -4.937 -4.528 -5.312 1.01 0.04 0.88 0.13
H -2.743 -5.879 -5.219 -0.35 0.28 0.71 0.11
C -3.336 0.503 5.615 -0.87 0.51 0.49 -0.06
C -1.950 0.418 5.150 2.06 0.51 -0.68 -0.28
C -1.247 -0.768 5.242 0.97 -1.40 -0.34 0.01
C 0.106 -0.888 4.832 -1.30 0.57 0.69 -0.20
C 0.871 -2.153 5.142 -0.47 -0.16 -0.29 -0.02
C 0.710 0.246 4.322 1.26 0.17 -1.18 -0.16
C 0.088 1.508 4.218 -0.83 -0.37 -0.06 -0.20
C 0.761 2.747 3.579 0.47 -2.40 0.24 -0.02
C -1.250 1.547 4.643 0.07 0.00 0.41 -0.01
C 2.103 -0.002 3.807 -0.03 0.68 -1.09 -0.17
C 3.148 0.046 4.719 -2.18 0.20 -0.18 -0.05
C 4.416 -0.233 4.405 2.60 -0.53 -1.09 -0.05
C 4.748 -0.572 3.095 -2.09 0.14 0.22 0.02
C 3.706 -0.664 2.156 1.85 0.37 0.23 -0.25
C 2.401 -0.318 2.443 -0.75 -0.13 1.89 -0.20
Ge 1.057 -0.763 1.119 -0.73 -0.57 -0.49 0.22
S 0.525 -2.985 1.112 -0.32 0.99 -0.04 0.25
S -1.061 0.118 1.173 0.35 -0.33 1.00 0.38
Ge -0.700 0.431 -1.014 -0.63 -0.27 -0.07 0.07
S -1.863 -1.349 -1.571 -0.14 -0.39 -0.38 0.27
S 1.416 0.019 -0.957 1.16 -0.07 0.09 0.44
C -1.203 2.151 -1.749 -0.28 -0.52 0.67 -0.22
C -2.320 2.734 -1.181 -0.40 2.13 -0.14 -0.22
C -2.623 4.058 -1.566 2.05 -0.92 -1.79 -0.02
C -1.903 4.775 -2.525 0.88 -2.68 1.03 -0.03
C -0.782 4.138 -3.073 -1.25 0.49 0.47 -0.02
C -0.450 2.841 -2.679 1.71 -0.03 -1.31 -0.20
C 0.806 2.214 -3.289 0.30 0.50 -0.37 -0.14
C 2.084 2.820 -3.036 -1.58 -1.17 0.46 -0.21
C 2.269 3.875 -1.954 -1.04 0.20 -1.32 -0.02
C 3.206 2.333 -3.701 0.11 -0.35 0.18 -0.03
C 3.142 1.224 -4.540 -0.71 -0.74 -0.06 -0.25
C 4.354 0.599 -5.225 -0.19 1.78 -0.18 -0.05
C 1.881 0.605 -4.744 1.41 1.33 0.88 -0.01
C 0.713 1.109 -4.184 0.72 0.08 0.44 -0.23
C -0.557 0.440 -4.614 -0.79 1.01 0.17 -0.03
C -3.204 2.122 -0.164 -0.55 -0.25 -0.40 -0.19
C -4.188 1.242 -0.621 -0.78 -0.52 1.49 -0.19
C -4.420 0.918 -2.078 -1.85 1.49 -0.40 -0.05
C -5.036 0.607 0.373 1.08 1.10 0.03 0.01
C -4.877 0.876 1.736 1.50 1.44 -1.01 -0.24
C -5.676 0.167 2.766 0.41 -1.43 1.21 -0.06
C -3.910 1.915 2.114 -2.05 -1.65 -0.66 -0.01
C -3.126 2.547 1.194 0.11 -0.45 -0.41 -0.27
C -2.067 3.505 1.655 0.04 1.46 -0.15 -0.04
C 4.092 -1.198 0.849 -0.02 -2.21 -2.49 -0.18
C 4.442 -0.443 -0.285 -0.96 0.94 0.51 -0.25
C 4.581 1.044 -0.072 0.02 0.31 -0.37 -0.04
C 4.446 -0.988 -1.573 0.29 1.05 0.31 -0.05
C 4.172 -2.303 -1.781 -1.24 -2.28 -0.40 -0.28
C 3.940 -2.854 -3.169 -1.02 0.73 -0.83 -0.04
C 3.956 -3.134 -0.690 0.68 0.60 1.08 0.00
C 3.989 -2.608 0.606 0.32 -0.49 0.21 -0.21
C 3.834 -3.612 1.726 -1.14 0.40 0.80 -0.06
H -3.874 -0.371 5.271 -0.27 -0.25 0.17 0.07
H -3.833 1.380 5.169 0.08 -0.22 0.51 0.07
H -3.354 0.540 6.728 -0.28 0.09 -0.75 0.10
H -1.675 -1.735 5.577 -0.24 0.95 0.00 0.13
H 0.149 -2.880 5.465 -0.44 -0.62 -0.15 0.07
H 1.444 -2.006 6.049 0.68 0.18 -0.05 0.09
H 1.469 -2.605 4.327 -0.20 0.52 0.44 0.08
H 0.851 2.562 2.485 0.02 0.40 0.66 0.08
H 1.757 2.886 4.014 -0.04 -0.06 -0.25 0.08
H 0.184 3.599 3.813 -0.70 1.03 -0.09 0.05
H -1.771 2.509 4.640 0.07 -0.26 -0.15 0.11
H 2.901 0.237 5.725 -0.30 0.35 1.10 0.12
H 5.146 -0.213 5.193 0.41 0.00 0.07 0.11
H 5.680 -0.875 2.708 1.24 -0.13 0.21 0.11
H -3.475 4.541 -1.308 -2.68 0.98 1.63 0.09
H -2.215 5.750 -2.774 -0.15 0.95 -0.45 0.09
H -0.264 4.720 -3.803 0.82 -0.25 -0.46 0.12
H 2.869 4.620 -2.478 0.01 0.55 0.72 0.09
H 2.743 3.517 -1.070 0.85 -0.56 0.44 0.06
H 1.312 4.273 -1.571 0.45 0.11 -0.59 0.08
H 4.168 2.767 -3.440 0.03 0.02 -0.21 0.12
H 4.299 0.862 -6.309 0.65 0.42 0.77 0.10
H 4.247 -0.445 -5.296 -0.07 -1.54 0.48 0.03
H 5.308 0.859 -4.701 -0.71 -0.11 -0.84 0.09
H 1.886 -0.306 -5.294 -0.32 -0.50 -0.57 0.11
H -1.196 0.071 -3.822 0.01 -0.09 0.37 0.01
H -0.399 -0.386 -5.291 0.23 -0.09 -0.23 0.08
H -1.158 1.215 -5.107 -0.09 -0.26 -0.19 0.10
H -5.506 1.025 -2.363 0.71 -0.27 0.74 0.10
H -4.155 -0.072 -2.308 0.45 -1.37 -0.25 0.01
H -3.986 1.578 -2.831 0.63 0.08 0.45 0.08
H -5.850 -0.043 0.074 0.16 -0.15 -0.18 0.11
H -6.637 -0.250 2.387 0.75 0.31 0.30 0.09
H -5.834 0.811 3.621 -0.56 0.45 0.08 0.06
H -5.078 -0.664 3.294 -0.75 0.80 -1.28 0.10
H -3.882 2.242 3.132 0.11 -0.03 0.52 0.09
H -1.882 4.330 0.923 -0.47 -0.48 0.54 0.09
H -1.121 2.961 1.606 0.10 0.03 0.64 0.04
H -2.279 3.999 2.666 0.40 -1.05 -1.35 0.11
H 5.497 1.216 0.478 0.59 0.26 -0.16 0.08
H 3.834 1.416 0.642 -0.23 -0.03 -0.48 0.07
H 4.565 1.634 -1.022 0.01 -0.49 0.84 0.08
H 4.516 -0.331 -2.441 0.20 0.04 0.27 0.11
H 3.663 -3.912 -3.360 0.13 0.62 0.93 0.09
H 4.830 -2.680 -3.715 1.07 0.08 -0.85 0.06
H 3.170 -2.225 -3.696 0.48 -0.54 0.55 0.09
H 3.803 -4.208 -0.762 -0.04 0.26 -0.36 0.12
H 4.614 -3.776 2.461 0.87 0.41 -0.37 0.08
H 3.529 -4.618 1.412 -0.09 0.45 -0.24 0.08
H 3.056 -3.188 2.366 -0.35 -0.44 0.11 0.03
F -2.826 -2.693 1.804 0.45 0.40 -0.37 -0.46
```
Positions in Å, forces in eV/Å.

E_HOMO	-0.30153	Eh
frontier orbital gap	7.19	eV